Molecular formula: C4H10N2
Method: DFT, ωB97M-V/def2-TZVPD

Properties
SMILES = [H]/N=C(/CC)CN
Relative energy (zero: lowest compared OMol25 entry of this formula, charge and spin) = 0.8339 eV
Orbital gap = 9.915 eV
E_tot = -7289.786 eV

```
16
Properties=species:S:1:pos:R:3:lowdin_charge:R:1
C 1.4301 -1.0544 0.0732 -0.23
C -0.4592 0.7749 -0.0370 -0.20
C -2.0189 1.0881 -0.0952 -0.09
C -0.1312 -0.6825 0.0625 -0.35
N 2.3588 0.0563 -0.0488 -0.02
N -1.0142 -1.6113 0.1791 0.12
H -0.5853 -2.5389 0.2572 0.05
H 2.2359 0.7178 0.7147 0.07
H 2.2134 0.5574 -0.9224 0.07
H 1.5907 -1.7574 -0.7497 0.11
H 1.6203 -1.5869 1.0099 0.11
H -0.0049 1.1941 -0.9391 0.10
H -0.0528 1.2833 0.8422 0.11
H -2.3230 1.2718 -1.1302 0.06
H -2.6413 0.2869 0.3085 0.05
H -2.2183 2.0007 0.4750 0.06
```